[1]
{
  "formula": "C8H9Cl",
  "method": "ωB97M-V/def2-TZVPD",
  "species": ["Cl", "C", "C", "C", "C", "C", "C", "C", "C", "H", "H", "H", "H", "H", "H", "H", "H", "H"],
  "coordinates": [[2.188152, 1.023156, 1.299699], [2.414067, 0.097092, -1.123523], [1.649058, -0.325757, 0.075173], [0.169765, -0.334267, -0.001187], [-0.592855, -1.066096, 0.927983], [-1.948798, -0.865876, 1.162580], [-2.678414, 0.074560, 0.402003], [-1.958504, 0.798837, -0.574359], [-0.578652, 0.556737, -0.796262], [3.482350, -0.239249, -1.148971], [1.807761, 0.019994, -2.030381], [2.483427, 1.152674, -0.866497], [2.063056, -0.997391, 0.820969], [0.052208, -1.628640, 1.666068], [-2.404463, -1.404497, 2.029841], [-3.740599, 0.265921, 0.627352], [-2.444936, 1.609158, -1.103334], [0.037372, 1.263648, -1.367157]],
  "forces_ev_per_a": [[-0.52, 0.64, 0.88], [0.80, 0.60, -0.42], [0.34, 0.55, 2.01], [-2.40, 0.17, 0.18], [1.78, -0.09, 1.25], [-0.45, -0.15, 0.30], [1.02, -0.23, -0.07], [0.44, -0.71, 0.37], [0.45, 0.74, 0.78], [-1.20, -0.13, -0.27], [0.61, -0.49, -0.09], [0.29, 0.26, -1.24], [-0.28, -1.46, -1.18], [-1.18, 0.19, -0.81], [0.27, 0.52, -1.01], [0.72, -0.03, -0.27], [0.03, -0.13, -0.13], [-0.72, -0.25, -0.28]],
  "energy_ha": -770.390503,
  "multiplicity": 1,
  "homo_energy_ev": -9.384,
  "homo_lumo_gap_ev": 9.85
}


[2]
{
  "formula": "ClH4NSi",
  "method": "ωB97M-V/def2-TZVPD",
  "species": ["N", "Si", "Cl", "H", "H", "H", "H"],
  "coordinates": [[0.063469, 0.341165, -0.200034], [-1.446477, -0.281711, -0.082783], [3.329288, 0.419899, -0.115650], [1.981006, 0.190031, 0.211574], [0.492422, 1.205706, -0.211214], [-1.690434, -1.727103, -0.406853], [-2.729275, -0.147986, 0.804962]],
  "forces_ev_per_a": [[-3.21, -2.95, -0.14], [1.17, -0.56, 1.21], [-2.21, -0.35, 0.67], [2.26, 0.11, -0.75], [0.35, 2.28, 0.18], [0.61, 0.49, -0.43], [1.03, 0.98, -0.73]],
  "energy_ha": -806.758451,
  "multiplicity": 1,
  "homo_energy_ev": -10.181,
  "homo_lumo_gap_ev": 9.11
}


[3]
{
  "formula": "C4H5BrClNO",
  "method": "ωB97M-V/def2-TZVPD",
  "species": ["C", "C", "C", "C", "N", "O", "Cl", "Br", "H", "H", "H", "H", "H"],
  "coordinates": [[-0.791813, -0.699795, 2.395941], [-0.358032, 0.308248, 0.158006], [-0.650790, -0.750747, -0.798267], [-0.046015, 1.599874, -0.191150], [-0.609131, 0.066185, 1.500587], [-1.092456, -1.241804, 3.402766], [3.056014, -0.190951, -0.364975], [0.268753, 2.011092, -1.968145], [-1.268399, -1.513910, -0.358981], [0.298756, -1.225749, -1.254167], [-1.130526, -0.321137, -1.712746], [2.434127, -0.326450, -1.471019], [-0.110488, 2.285141, 0.662149]],
  "forces_ev_per_a": [[-0.95, 0.06, 1.47], [0.14, 2.60, -0.23], [1.30, -0.94, -2.58], [-0.92, -2.52, 1.94], [0.43, 0.06, -0.22], [0.64, 0.07, -1.20], [0.15, -0.06, 0.12], [0.11, 0.51, -0.08], [-0.16, -0.36, 0.02], [-1.29, 0.47, 1.00], [0.05, -0.37, 0.85], [-0.04, 0.06, -0.12], [0.54, 0.41, -0.98]],
  "energy_ha": -3319.593806,
  "multiplicity": 1,
  "homo_energy_ev": -8.888,
  "homo_lumo_gap_ev": 9.38
}


Number 1: maximum force 2.4 eV/Å. Number 2: maximum force 4.4 eV/Å. Number 3: maximum force 3.3 eV/Å.